1.
Formula: C25H32N4O6
Source: OMol25
Level of theory: ωB97M-V/def2-TZVPD

XYZ file:
```
67
C25H32N4O6, DFT ωB97M-V/def2-TZVPD
C -3.072 -1.068 3.355
H -2.758 -0.822 4.373
O -3.539 0.077 2.671
C -2.749 1.182 2.618
C -3.337 2.331 2.084
C -2.632 3.515 2.050
C -1.338 3.584 2.538
C -0.737 2.438 3.042
C -1.441 1.236 3.080
H -0.957 0.362 3.489
N 0.580 2.517 3.542
C 1.419 1.418 3.668
O 2.011 1.170 4.699
N 1.558 0.672 2.533
C 1.332 1.198 1.199
H 2.065 1.982 0.966
H 0.331 1.632 1.136
C 1.448 0.051 0.186
N 0.800 -1.110 0.745
C -0.471 -1.503 0.538
O -1.001 -2.359 1.232
C -1.237 -0.921 -0.645
N -2.642 -0.936 -0.325
C -3.478 0.053 -0.715
O -3.094 1.002 -1.369
C -4.909 -0.153 -0.279
H -5.278 -1.108 -0.648
H -4.957 -0.153 0.807
H -5.525 0.650 -0.672
H -2.952 -1.690 0.270
H -0.982 0.119 -0.865
C -0.966 -1.807 -1.890
C 0.462 -1.715 -2.333
C 1.418 -2.607 -1.878
C 2.736 -2.455 -2.260
C 3.147 -1.417 -3.092
C 2.181 -0.501 -3.553
C 0.859 -0.676 -3.167
H 0.104 0.014 -3.510
O 2.594 0.538 -4.349
C 1.628 1.415 -4.873
H 2.182 2.115 -5.497
H 0.894 0.886 -5.489
H 1.110 1.968 -4.083
O 4.487 -1.397 -3.343
C 5.016 -0.646 -4.413
H 4.506 -0.870 -5.352
H 6.060 -0.953 -4.487
H 4.965 0.428 -4.222
H 3.494 -3.144 -1.923
H 1.135 -3.424 -1.232
H -1.635 -1.465 -2.682
H -1.221 -2.837 -1.635
C 1.526 -1.665 1.879
C 2.314 -0.559 2.593
H 3.301 -0.424 2.133
H 2.464 -0.805 3.645
H 0.790 -2.119 2.546
H 2.208 -2.448 1.530
H 1.005 0.340 -0.763
H 2.493 -0.207 -0.006
H 0.700 3.183 4.294
H -0.791 4.514 2.528
H -3.098 4.400 1.644
H -4.348 2.274 1.717
H -3.922 -1.748 3.399
H -2.252 -1.555 2.821
```

Results
Kohn-Sham gap, eV: 8.78
LUMO energy, eV: 0.6
Structure (SMILES): COc1cccc(NC(=O)N2CCN(C(=O)[C@@H](Cc3ccc(OC)c(OC)c3)NC(C)=O)CC2)c1
HOMO energy, eV: -8.19
Multiplicity: 1

***

2.
Formula: C25H38BN5O9Pb
Source: OMol25
Level of theory: ωB97M-V/def2-TZVPD

XYZ file:
```
79
C25H38BN5O9Pb, DFT ωB97M-V/def2-TZVPD
Pb 2.492 4.718 14.531
O 7.610 8.245 9.513
C 7.039 7.204 9.645
O 5.721 7.029 9.712
B 5.459 5.585 9.858
O 6.748 4.902 9.745
C 7.712 5.818 9.743
O 8.888 5.629 9.766
O 4.433 5.100 8.925
C 3.344 4.725 9.585
O 2.345 4.261 9.138
C 3.623 4.977 11.090
O 4.877 5.329 11.204
O 2.864 4.802 12.007
C -0.410 3.072 15.791
O 0.421 3.848 15.026
H -1.251 2.632 15.234
H 0.141 2.199 16.213
H -0.818 3.592 16.684
C -3.828 7.783 14.800
C -2.319 7.638 14.836
C -1.860 6.348 14.158
C -0.466 6.371 13.727
N 0.628 6.362 13.388
H -4.131 8.726 15.263
H -4.338 7.006 15.373
H -4.238 7.802 13.790
H -1.956 7.661 15.864
H -1.853 8.485 14.329
H -2.417 6.132 13.240
H -1.970 5.465 14.793
C 3.214 9.112 10.759
C 4.141 9.726 11.802
C 5.060 8.694 12.451
C 4.301 7.745 13.251
N 3.700 7.003 13.883
H 3.766 8.367 10.183
H 2.739 9.823 10.089
H 2.398 8.592 11.272
H 3.592 10.212 12.614
H 4.717 10.551 11.377
H 5.708 9.237 13.154
H 5.800 8.207 11.816
C 5.254 0.460 15.719
C 6.466 0.951 14.940
C 6.844 2.392 15.262
C 5.940 3.374 14.678
N 5.219 4.142 14.228
H 5.165 -0.622 15.648
H 4.332 0.926 15.367
H 5.368 0.721 16.774
H 6.336 0.768 13.875
H 7.319 0.349 15.264
H 7.837 2.584 14.843
H 6.940 2.559 16.335
C 4.563 7.150 18.939
C 3.344 6.839 19.769
C 2.022 7.204 19.089
C 1.954 6.718 17.716
N 1.912 6.346 16.632
H 5.545 6.981 19.386
H 4.558 8.110 18.428
H 4.611 6.374 18.158
H 3.342 7.346 20.742
H 3.335 5.798 20.106
H 1.850 8.281 19.057
H 1.204 6.764 19.663
C 2.403 0.602 18.837
C 1.834 1.825 19.563
C 1.644 3.102 18.736
C 2.638 3.303 17.695
N 3.427 3.453 16.876
H 3.212 0.115 19.371
H 2.741 0.848 17.827
H 1.616 -0.131 18.643
H 2.500 2.041 20.406
H 0.893 1.626 20.077
H 1.615 3.980 19.385
H 0.672 3.094 18.235
```

Results
Kohn-Sham gap, eV: 8.18
LUMO energy, eV: -0.1
HOMO energy, eV: -8.25
Multiplicity: 1

***

3.
Formula: C50H47AsCl3N4O2PSZn
Source: OMol25
Level of theory: ωB97M-V/def2-TZVPD

XYZ file:
```
110
C50H47AsCl3N4O2PSZn, DFT ωB97M-V/def2-TZVPD
Zn 0.655 2.400 0.483
C 5.021 3.673 0.170
C 3.565 3.687 -0.186
O 2.752 2.899 0.317
N 3.185 4.590 -1.098
C 1.800 4.693 -1.525
C 0.981 5.358 -0.447
C 0.817 6.733 -0.425
C 0.132 7.323 0.627
C -0.353 6.509 1.639
C -0.167 5.143 1.536
N 0.480 4.570 0.515
H 5.234 2.822 0.808
H 5.296 4.584 0.703
H 5.631 3.616 -0.730
H 3.849 5.261 -1.449
H 1.421 3.682 -1.697
H 1.763 5.250 -2.458
H 1.207 7.337 -1.233
H -0.023 8.392 0.650
H -0.872 6.929 2.487
H -0.564 4.475 2.290
Cl -4.581 -4.320 -1.918
C -4.495 -3.025 -0.793
C -4.669 -1.716 -1.209
C -4.696 -0.707 -0.266
C -4.524 -0.968 1.088
C -4.722 0.070 2.178
C -4.758 1.514 1.667
N -3.547 1.976 0.985
C -3.538 2.827 -0.085
C -2.238 3.079 -0.381
N -1.435 2.392 0.498
C -2.261 1.713 1.294
O -5.828 -0.202 3.018
C -7.202 -0.020 2.619
C -7.636 -0.576 1.295
C -7.777 -1.906 1.020
Cl -7.508 -3.200 2.101
S -8.276 -2.200 -0.605
C -8.286 -0.519 -0.934
C -7.947 0.218 0.155
C -4.214 -2.279 1.465
Cl -3.810 -2.657 3.103
C -4.237 -3.310 0.541
H -4.832 -1.500 -2.256
H -4.910 0.296 -0.604
H -3.903 -0.028 2.898
H -4.909 2.170 2.527
H -5.607 1.626 0.994
H -4.437 3.192 -0.545
H -1.828 3.723 -1.138
H -1.947 1.082 2.106
H -7.441 1.049 2.650
H -7.747 -0.524 3.418
H -8.549 -0.169 -1.918
H -7.960 1.299 0.170
H -4.094 -4.332 0.856
C 1.067 -1.534 0.702
C 0.806 -2.057 -0.697
As 0.886 -4.059 -0.703
C 2.799 -4.143 -0.295
C 3.228 -4.870 0.812
C 4.576 -4.941 1.138
C 5.512 -4.283 0.356
C 5.095 -3.559 -0.753
C 3.750 -3.494 -1.078
C 1.108 -4.339 -2.627
C 0.687 -3.452 -3.608
C 0.792 -3.785 -4.951
C 1.307 -5.017 -5.324
C 1.729 -5.911 -4.349
C 1.627 -5.574 -3.010
P 1.662 0.219 0.760
C 2.722 0.277 -0.712
C 3.984 -0.295 -0.815
C 4.697 -0.169 -2.000
C 4.148 0.479 -3.095
C 2.857 0.989 -3.022
C 2.156 0.888 -1.834
C 2.581 0.326 2.316
C 3.908 0.732 2.411
C 4.507 0.855 3.655
C 3.787 0.594 4.811
C 2.462 0.190 4.720
C 1.858 0.062 3.481
H 1.899 -2.077 1.165
H 0.190 -1.662 1.342
H 1.582 -1.736 -1.391
H -0.168 -1.731 -1.071
H 2.494 -5.397 1.412
H 4.896 -5.521 1.992
H 6.564 -4.350 0.598
H 5.827 -3.062 -1.377
H 3.438 -2.955 -1.967
H 0.262 -2.492 -3.332
H 0.455 -3.088 -5.706
H 1.382 -5.280 -6.370
H 2.134 -6.873 -4.630
H 1.946 -6.275 -2.245
H 4.410 -0.847 0.013
H 5.692 -0.587 -2.070
H 4.711 0.568 -4.014
H 2.404 1.459 -3.884
H 1.132 1.259 -1.771
H 4.470 0.944 1.513
H 5.544 1.156 3.724
H 4.255 0.705 5.779
H 1.900 -0.031 5.616
H 0.819 -0.246 3.417
```

Results
Kohn-Sham gap, eV: 7.15
LUMO energy, eV: -4.9
Charge: +2
HOMO energy, eV: -12.09
Multiplicity: 1

***

4.
Formula: C3H14NO4
Source: OMol25
Level of theory: ωB97M-V/def2-TZVPD

XYZ file:
```
22
C3H14NO4, DFT ωB97M-V/def2-TZVPD
C -0.177 -0.924 2.076
O -1.567 0.821 -0.330
C 0.755 -1.199 0.897
C 0.876 0.153 1.544
O 1.067 0.389 -1.711
N 0.176 -1.451 -0.268
H -1.248 -0.680 1.692
H -0.089 -1.230 3.174
H -2.457 0.538 -0.548
H 1.678 -1.841 1.041
H 1.567 0.280 2.382
H 0.674 1.129 1.061
H 1.765 0.350 -2.379
H -0.932 0.113 -0.412
H 0.142 -2.376 -0.669
H 0.825 -0.441 -1.229
H 3.720 2.369 0.296
H 2.652 1.484 -0.286
O 2.817 2.053 0.454
H -4.243 -0.938 -2.006
H -3.228 0.048 -2.279
O -3.665 -0.366 -1.546
```

Results
Kohn-Sham gap (spin up / spin down), eV: 4.52 / 4.57
LUMO energy (spin up / spin down), eV: -14.7 / -13.7
Expectation value of S²: 1.692
Charge: +2
HOMO energy (spin up / spin down), eV: -19.17 / -18.27
Multiplicity: 2

***

5.
Formula: C6H4O
Source: OMol25
Level of theory: ωB97M-V/def2-TZVPD

XYZ file:
```
11
C6H4O, DFT ωB97M-V/def2-TZVPD
C -1.554 2.587 0.144
C -0.718 1.701 0.339
C 0.048 0.539 0.254
C -0.050 -0.652 0.914
C 0.620 -1.607 0.106
C 1.064 -0.924 -0.987
O 0.742 0.374 -0.915
H -2.165 2.128 -0.634
H -0.580 -0.801 1.844
H 0.721 -2.665 0.293
H 1.585 -1.220 -1.885
```

Results
Kohn-Sham gap, eV: 8.93
LUMO energy, eV: 0.0
Structure (SMILES): C#Cc1ccco1
HOMO energy, eV: -8.93
Multiplicity: 1

***

6.
Formula: C27H27BrGeNO3OsP
Source: OMol25
Level of theory: ωB97M-V/def2-TZVPD

XYZ file:
```
62
C27H27BrGeNO3OsP, DFT ωB97M-V/def2-TZVPD
Os -0.083 0.337 -1.408
Br -3.113 -1.111 -3.475
C -1.445 -1.947 -3.371
C -1.354 -3.180 -4.071
C -0.101 -3.787 -4.264
C 1.054 -3.063 -3.841
C 0.837 -1.879 -3.148
N -0.404 -1.315 -2.833
C 1.945 -1.073 -2.591
O 3.040 -1.526 -2.403
O 1.587 0.223 -2.354
H -2.286 -3.554 -4.489
H -0.082 -4.760 -4.727
H 2.055 -3.394 -3.980
C -3.578 2.931 -2.071
P -1.904 2.309 -1.833
C -0.859 3.336 -0.753
C -1.059 2.419 -3.457
O -1.979 0.789 -1.162
H -3.525 3.822 -2.721
H -3.955 3.256 -1.064
H -4.236 2.169 -2.508
H -1.095 4.394 -1.007
H 0.219 3.206 -0.952
H -0.943 3.203 0.318
H -1.563 3.195 -4.064
H -1.174 1.479 -4.017
H 0.002 2.676 -3.389
C 3.845 2.723 2.649
C 3.287 3.061 1.406
C 2.364 2.155 0.844
C 1.902 1.045 1.564
C 2.382 0.821 2.857
C 3.375 1.645 3.364
Ge 0.421 -0.031 0.804
C 1.009 -1.893 1.272
C 2.328 -2.239 0.979
C 2.914 -3.428 1.437
C 2.145 -4.272 2.209
C 0.793 -3.973 2.450
C 0.225 -2.776 1.989
C -1.187 0.164 1.922
C -1.154 1.071 2.971
C -2.326 1.275 3.726
C -3.493 0.560 3.453
C -3.497 -0.354 2.420
C -2.360 -0.522 1.617
H 4.547 3.422 3.097
H 3.608 3.964 0.871
H 1.987 2.321 -0.185
H 2.052 -0.043 3.427
H 3.765 1.458 4.347
H 2.886 -1.511 0.361
H 3.962 -3.586 1.184
H 2.550 -5.202 2.599
H 0.254 -4.674 3.039
H -0.798 -2.497 2.201
H -0.302 1.736 3.118
H -2.345 1.948 4.577
H -4.423 0.665 4.026
H -4.340 -0.977 2.234
H -2.373 -1.216 0.803
```

Results
Kohn-Sham gap (spin up / spin down), eV: 7.95 / 3.70
LUMO energy (spin up / spin down), eV: -8.8 / -13.0
Expectation value of S²: 8.800
Charge: +3
HOMO energy (spin up / spin down), eV: -16.70 / -16.69
Multiplicity: 6

***

Record order is preserved below.
ΔE to the lowest compared entry with this formula, charge and spin: 1.767; 0.000; 1.170; 7.946; 2.319; 0.625 eV